ORCA calculation (ωB97M-V/def2-TZVPD) on CH17HfO11 as an isolated structure.

The value obtained for the total energy is -25116.8307 eV. For the orbital gap, the calculation gives 8.0 eV. The calculation puts the HOMO energy at -20.40 eV.

The geometry in ORCA input format:
```
! wB97M-V def2-TZVPD RIJCOSX def2/J DEFGRID3
* xyz 3 1
Hf 2.02 9.29 27.34
C 1.34 11.43 28.65
O 1.15 10.30 29.03
O 0.91 12.57 29.13
O 2.05 11.36 27.64
H 0.57 12.45 29.96
O 0.71 10.26 25.78
H 0.27 11.18 25.85
H 0.23 9.70 25.16
O 3.90 9.71 28.31
H 4.21 10.65 28.30
H 4.64 9.16 28.61
O 1.89 7.80 28.83
H 1.18 7.46 29.36
H 2.44 6.99 28.80
O -0.26 8.69 27.65
H -0.80 7.86 27.49
H -0.99 9.35 27.64
O -0.47 12.57 26.30
H 0.23 13.11 26.63
H -1.22 12.77 26.91
O 3.37 10.16 25.77
H 4.33 10.11 25.63
H 3.15 10.76 25.06
O 4.97 12.15 28.16
H 5.87 12.05 27.88
H 4.55 12.83 27.68
O 1.68 14.52 27.23
H 1.58 14.04 28.01
H 2.57 14.41 27.09
*
```

ORCA calculation (ωB97M-V/def2-TZVPD) on a 9-piece molecular cluster, CH17O11 overall.

The value obtained for the total energy is -23838.1485 eV. For the orbital gap, the calculation gives 9.3 eV. The calculation puts the HOMO energy at -6.64 eV.

The geometry in ORCA input format:
```
! wB97M-V def2-TZVPD RIJCOSX def2/J DEFGRID3
* xyz -1 1
C -0.17 0.02 -0.52
O 0.51 0.82 0.10
O -1.14 -0.54 0.17
O -0.17 -0.14 -1.68
H -1.20 -0.38 1.09
O 3.13 1.69 -1.01
H 2.23 1.32 -0.85
H 3.44 0.85 -1.23
O -1.66 -2.00 3.10
H -0.97 -1.31 2.92
H -2.53 -1.71 3.14
O -1.66 1.79 -3.03
H -1.76 2.44 -2.39
H -1.09 1.11 -2.65
O -0.52 0.62 3.23
H -0.06 1.35 2.74
H -0.88 1.23 4.00
O -2.07 -1.78 -2.57
H -2.40 -1.65 -3.49
H -1.31 -1.24 -2.50
O 1.82 -2.13 0.61
H 1.40 -1.22 0.56
H 1.07 -2.67 0.91
O 2.13 -1.59 -2.20
H 2.53 -1.95 -1.47
H 1.27 -1.25 -1.82
O 0.33 2.83 1.84
H 0.26 2.34 1.06
H -0.54 3.15 1.92
*
```

ORCA calculation (ωB97M-V/def2-TZVPD) on CH18BeO8 as an isolated structure.

The value obtained for the total energy is -18095.1038 eV. For the orbital gap, the calculation gives 10.3 eV. The calculation puts the HOMO energy at -17.73 eV.

The geometry in ORCA input format:
```
! wB97M-V def2-TZVPD RIJCOSX def2/J DEFGRID3
* xyz 2 1
Be -0.15 0.39 0.22
O -2.19 1.49 0.37
H -3.12 1.25 0.50
H -2.19 2.44 0.25
O 2.03 0.81 0.22
H 2.38 1.70 0.10
H 2.78 0.21 0.14
O -1.67 -0.94 1.64
H -1.61 -1.42 2.47
H -2.54 -1.16 1.29
O 0.33 1.06 2.47
H 0.91 1.79 2.72
H 0.22 0.54 3.27
O -1.38 -1.29 -1.20
H -1.29 -2.21 -1.47
H -2.21 -0.99 -1.60
O 0.55 0.55 -2.22
H 0.03 0.89 -2.95
H 1.42 0.35 -2.59
O 0.06 2.84 -0.37
H 0.36 3.16 -1.23
H -0.12 3.63 0.15
C 1.43 -2.56 -0.69
O 0.86 -1.88 0.46
H 1.70 -1.78 -1.40
H 2.30 -3.08 -0.32
H 0.74 -3.23 -1.20
H 0.37 -2.52 0.98
*
```

ORCA calculation (ωB97M-V/def2-TZVPD) on a 9-piece molecular cluster, CH19O9 overall.

The value obtained for the total energy is -19774.5178 eV. For the orbital gap, the calculation gives 7.9 eV. The calculation puts the HOMO energy at -5.07 eV.

The geometry in ORCA input format:
```
! wB97M-V def2-TZVPD RIJCOSX def2/J DEFGRID3
* xyz -1 1
C 0.76 -0.52 0.69
O 0.11 -0.80 -0.51
H 1.03 -1.46 1.21
H 1.67 0.10 0.61
H 0.11 -0.02 1.44
O 1.97 -0.88 -2.67
H 1.39 -0.83 -1.87
H 1.35 -0.82 -3.40
O 2.05 1.96 -1.63
H 2.07 1.00 -1.50
H 1.59 2.07 -2.47
O -1.75 -2.50 0.59
H -1.17 -1.77 0.25
H -1.18 -3.04 1.14
O -1.13 -2.73 -2.42
H -1.23 -1.82 -2.69
H -0.93 -2.67 -1.47
O -1.40 1.45 -1.48
H -0.70 0.79 -1.28
H -2.01 0.99 -2.06
O 3.57 2.09 1.72
H 3.06 2.85 2.04
H 3.09 1.32 2.04
O -2.29 2.11 1.15
H -2.07 1.52 0.41
H -2.40 1.50 1.91
O -2.03 0.39 3.38
H -2.39 -0.46 3.11
H -1.17 0.19 3.76
*
```

ORCA calculation (ωB97M-V/def2-TZVPD) on a 9-piece molecular cluster, CH20O9 overall.

The value obtained for the total energy is -19786.6912 eV. For the orbital gap, the calculation gives 6.3 eV. The calculation puts the HOMO energy at -7.00 eV.

The geometry in ORCA input format:
```
! wB97M-V def2-TZVPD RIJCOSX def2/J DEFGRID3
* xyz 0 1
O -30.16 30.12 -25.73
H -29.69 29.59 -25.09
H -29.58 30.65 -26.28
H -30.70 29.59 -26.32
C -28.39 30.73 -28.57
O -28.48 31.47 -27.42
H -27.63 29.96 -28.47
H -29.33 30.27 -28.85
H -28.08 31.30 -29.45
O -27.97 28.43 -25.32
H -28.60 27.81 -24.96
H -27.16 28.26 -24.84
O -30.47 33.46 -27.54
H -31.12 32.87 -27.91
H -29.66 32.95 -27.55
O -30.11 27.30 -24.39
H -29.70 26.44 -24.51
H -30.95 27.10 -23.97
O -29.25 30.60 -23.04
H -29.59 29.91 -22.47
H -29.07 31.33 -22.46
O -31.32 28.39 -27.22
H -31.51 28.34 -28.16
H -31.63 27.56 -26.86
O -27.09 32.55 -25.13
H -27.54 33.39 -25.06
H -27.39 32.18 -25.96
O -32.66 31.19 -25.50
H -33.13 31.77 -24.91
H -33.15 31.23 -26.33
*
```

ORCA calculation (ωB97M-V/def2-TZVPD) on CH21HfO10 as an isolated structure.

The value obtained for the total energy is -23129.8761 eV. For the orbital gap, the calculation gives 6.1 eV. The calculation puts the HOMO energy at -19.94 eV.

The geometry in ORCA input format:
```
! wB97M-V def2-TZVPD RIJCOSX def2/J DEFGRID3
* xyz 3 1
Hf 1.08 1.08 -1.88
C -0.39 1.12 0.92
O 0.36 0.50 -0.11
H -0.96 1.76 0.38
H 0.20 1.75 1.57
H -1.04 0.48 1.43
O -3.48 0.76 -0.10
H -2.73 1.24 0.21
H -3.51 0.16 0.64
O -3.21 -1.31 1.67
H -3.76 -1.99 2.02
H -2.39 -1.50 2.06
O -1.29 1.00 -2.02
H -1.66 0.31 -1.50
H -2.02 1.51 -2.41
O 2.20 2.25 -0.35
H 2.79 2.98 -0.55
H 2.59 1.86 0.44
O 0.62 -1.04 -2.28
H -0.14 -1.53 -2.54
H 1.22 -1.70 -1.95
O 1.48 -1.72 0.79
H 0.96 -0.93 0.66
H 2.09 -1.53 1.48
O 2.80 -0.14 -1.27
H 2.80 -1.09 -1.12
H 3.60 0.17 -0.82
O 3.01 0.53 2.05
H 3.50 -0.33 1.99
H 2.31 0.23 2.69
O -1.99 -1.57 -0.88
H -2.81 -1.85 -1.23
H -2.24 -1.46 0.02
*
```

ORCA calculation (ωB97M-V/def2-TZVPD) on a 10-piece molecular cluster, CH21NO11 overall.

The value obtained for the total energy is -25392.2675 eV. For the orbital gap, the calculation gives 10.4 eV. The calculation puts the HOMO energy at -10.24 eV.

The geometry in ORCA input format:
```
! wB97M-V def2-TZVPD RIJCOSX def2/J DEFGRID3
* xyz 0 1
N -0.91 -0.19 -0.77
C -1.47 0.28 0.34
O -2.59 0.98 0.17
O -1.15 -0.05 1.49
H -0.03 -0.70 -0.81
H -1.20 0.29 -1.61
H -2.74 1.21 -0.76
H 0.44 4.22 -0.46
H 0.72 3.50 -1.81
O 0.08 4.11 -1.32
H -0.66 -4.05 1.60
H -0.88 -5.32 0.72
O -0.22 -4.69 1.01
H 0.54 -1.91 1.67
H 0.70 -0.48 1.70
O 1.25 -1.29 1.63
H -1.36 3.08 -2.17
H -0.90 2.12 -3.05
O -1.68 2.20 -2.48
H -1.73 -1.68 1.77
H -1.88 -2.65 3.00
O -1.63 -2.61 2.07
H 2.40 2.78 -3.23
H 2.02 1.85 -2.10
O 1.65 2.55 -2.65
H -0.84 1.89 2.56
H -0.42 1.62 4.06
O -0.18 2.05 3.22
H 1.79 -2.92 0.02
H 0.60 -3.78 -0.17
O 0.98 -2.95 -0.52
H 3.36 -0.28 -1.65
H 2.92 0.27 -0.26
O 3.02 0.53 -1.20
*
```

ORCA calculation (ωB97M-V/def2-TZVPD) on a 10-piece molecular cluster, CH22O10 overall.

The value obtained for the total energy is -21867.1493 eV. For the orbital gap, the calculation gives 7.3 eV. The calculation puts the HOMO energy at -7.80 eV.

The geometry in ORCA input format:
```
! wB97M-V def2-TZVPD RIJCOSX def2/J DEFGRID3
* xyz 0 1
O -0.49 0.41 0.52
H -1.26 -0.11 0.77
H 0.15 -0.10 0.03
H -0.96 1.04 -0.05
C 2.27 -1.77 -1.23
O 1.77 -0.57 -0.68
H 3.34 -1.67 -1.06
H 1.82 -2.67 -0.81
H 2.23 -1.95 -2.30
O -2.29 1.13 -1.14
H -2.20 1.15 -2.09
H -3.22 0.97 -0.99
O 0.49 -2.10 3.00
H 0.46 -2.85 3.59
H -0.16 -2.30 2.32
O -2.65 3.10 1.77
H -2.09 3.18 1.00
H -3.27 3.82 1.69
O 3.12 0.71 1.60
H 2.87 0.16 0.86
H 3.25 0.11 2.32
O -0.28 3.20 -0.45
H -0.79 3.41 -1.24
H 0.58 2.97 -0.78
O 2.00 1.95 -1.57
H 2.85 2.30 -1.29
H 1.97 1.07 -1.21
O -0.71 -3.45 -1.40
H -0.21 -2.68 -1.15
H -0.46 -3.62 -2.31
O -2.52 -1.27 0.80
H -3.36 -1.42 0.37
H -2.25 -2.13 1.12
*
```

ORCA calculation (ωB97M-V/def2-TZVPD) on a 10-piece molecular cluster, CH23NO10 overall.

The value obtained for the total energy is -23375.0837 eV. For the orbital gap, the calculation gives 9.5 eV. The calculation puts the HOMO energy at -9.42 eV.

The geometry in ORCA input format:
```
! wB97M-V def2-TZVPD RIJCOSX def2/J DEFGRID3
* xyz 0 1
N -1.07 -3.44 2.03
C -0.94 -3.39 0.55
O -0.33 -2.16 0.17
H -0.58 -2.64 2.39
H -2.07 -3.37 2.20
H -0.28 -4.23 0.31
H -1.91 -3.31 0.07
H 0.65 -2.04 0.25
H 0.90 2.38 -2.09
H 0.89 3.81 -2.20
O 1.51 3.10 -1.96
H -2.18 3.62 -1.31
H -0.88 2.98 -1.33
O -1.79 2.78 -1.58
H 2.90 0.71 3.30
H 2.12 0.19 2.10
O 2.98 0.49 2.37
H 1.05 2.53 0.08
H 0.36 1.29 0.47
O 0.16 2.13 0.04
H -1.45 1.08 -3.35
H -1.65 0.72 -1.87
O -1.39 0.35 -2.73
H 1.20 -2.74 -2.62
H 0.59 -1.37 -2.34
O 1.42 -1.81 -2.55
H 2.87 -1.34 0.36
H 2.30 -1.66 -1.00
O 2.22 -1.93 -0.05
H -1.87 2.99 1.52
H -1.72 1.90 0.58
O -2.44 2.37 1.04
H -0.47 -0.47 1.73
H -0.93 0.34 2.99
O -0.17 0.12 2.44
*
```